Arrangement i

Molecular formula: C7H10OS
Method: DFT, wB97M-V/def2-TZVPD

gap between HOMO and LUMO: 8.32 eV
SMILES string: C#CC(=O)C(C)(C)SC
2S+1: 1
HOMO level: -8.314 eV
LUMO level: 0.000 Ha

Element x y z (Å)
C: -2.644 -1.694 1.278
C: -1.966 -1.020 0.509
C: -1.304 -0.318 -0.490
C: 1.375 -0.277 -1.168
C: 0.719 -1.335 0.995
C: 0.172 2.651 -0.367
C: 0.440 -0.135 0.022
O: -1.683 0.094 -1.544
S: 0.400 1.417 0.934
H: -3.149 -2.432 1.837
H: 1.605 -1.306 -1.584
H: 2.438 0.039 -0.683
H: 0.963 0.409 -1.890
H: 0.789 -1.057 2.025
H: 1.613 -1.775 0.803
H: 0.007 -2.098 1.059
H: -0.778 3.345 -0.067
H: -0.157 2.172 -1.289
H: 1.158 3.320 -0.376


Arrangement ii

Molecular formula: C7H10OS
Method: DFT, wB97M-V/def2-TZVPD

gap between HOMO and LUMO: 8.61 eV
SMILES string: C=C=C(C)C/C=C\SO
2S+1: 1
HOMO level: -8.218 eV
LUMO level: 0.014 Ha

Element x y z (Å)
C: 0.706 0.797 1.158
C: 1.845 0.095 1.126
C: -1.246 0.264 -0.332
C: -1.092 -0.859 -1.001
C: -0.174 1.250 0.058
C: -2.610 0.782 0.170
C: -0.890 -2.048 -1.496
O: 4.190 -0.210 0.110
S: 2.550 -0.486 -0.332
H: 0.148 0.616 2.100
H: 2.301 -0.281 1.987
H: -0.671 2.192 0.312
H: 0.474 1.459 -0.850
H: -3.434 -0.018 0.147
H: -2.883 1.598 -0.557
H: -2.382 0.966 1.250
H: -0.652 -2.866 -0.858
H: 4.648 -0.863 -0.382
H: -0.830 -2.388 -2.610


Most stable: arrangement ii. Least stable: arrangement i.


Arrangement i

Molecular formula: C7H10OS
Method: DFT, wB97M-V/def2-TZVPD

gap between HOMO and LUMO: 9.20 eV
SMILES string: CC1(C)[C@@H]2COC(=S)[C@@H]21
2S+1: 1
HOMO level: -8.574 eV
LUMO level: 0.023 Ha

Element x y z (Å)
C: 2.031 0.016 0.190
C: 0.658 1.843 -0.037
C: 0.636 -0.362 0.934
C: -0.233 0.809 0.752
C: -0.487 -0.445 -0.009
C: -0.242 -0.609 -1.521
C: -1.746 -1.087 0.548
O: 1.879 1.220 -0.315
S: 3.315 -1.010 -0.060
H: 0.133 2.363 -0.919
H: 0.903 2.714 0.630
H: 0.899 -0.961 1.789
H: -1.021 1.174 1.529
H: -1.240 -0.500 -2.011
H: 0.148 -1.591 -1.703
H: 0.430 0.143 -2.080
H: -2.714 -0.670 0.217
H: -1.650 -0.925 1.596
H: -1.700 -2.121 0.469


Arrangement ii

Molecular formula: C7H10OS
Method: DFT, wB97M-V/def2-TZVPD

gap between HOMO and LUMO: 9.39 eV
SMILES string: CC1(C)[C@@H]2COC(=S)[C@@H]21
2S+1: 1
HOMO level: -8.691 eV
LUMO level: 0.026 Ha

Element x y z (Å)
C: -2.243 0.001 0.136
C: -0.837 -1.842 0.063
C: -0.653 0.356 0.916
C: 0.178 -0.832 0.671
C: 0.553 0.465 0.017
C: 0.380 0.620 -1.460
C: 1.834 1.051 0.479
O: -2.112 -1.284 -0.286
S: -3.423 1.011 -0.087
H: -0.228 -2.301 -0.762
H: -0.863 -2.651 0.762
H: -1.011 0.963 1.749
H: 0.874 -1.259 1.336
H: -0.603 0.276 -1.784
H: 1.175 0.169 -2.014
H: 0.616 1.660 -1.677
H: 1.556 1.710 1.297
H: 2.344 1.530 -0.298
H: 2.463 0.357 0.942


Most stable: arrangement i. Least stable: arrangement ii.


Arrangement i

Molecular formula: C9H10
Method: DFT, wB97M-V/def2-TZVPD

gap between HOMO and LUMO: 10.57 eV
2S+1: 1
HOMO level: -9.683 eV
LUMO level: 0.033 Ha

Element x y z (Å)
C: -0.723 -2.253 0.589
C: -0.063 -1.313 -0.490
C: 0.024 0.257 -0.254
C: -1.440 0.501 -0.503
C: -2.088 1.256 0.111
C: 0.534 0.322 1.074
C: 0.867 0.733 2.080
C: 1.291 0.735 -0.993
C: 2.294 0.781 -1.795
H: 0.297 -2.233 1.506
H: -0.725 -3.363 -0.006
H: -1.907 -1.759 1.274
H: -0.589 -1.401 -1.566
H: 0.937 -1.639 -0.352
H: -2.011 -0.147 -1.318
H: -3.203 0.931 -0.112
H: -1.679 1.889 1.024
H: 1.656 0.671 3.069
H: 3.041 0.949 -2.434


Arrangement ii

Molecular formula: C9H10
Method: DFT, wB97M-V/def2-TZVPD

gap between HOMO and LUMO (alpha / beta): 7.58 / 6.84 eV
2S+1: 1
HOMO level (alpha / beta): -7.794 / -6.688 eV
LUMO level (alpha / beta): -0.008 / 0.006 Ha

Element x y z (Å)
C: -1.039 -1.268 -0.387
C: -2.242 -1.148 0.190
C: -1.113 1.219 -0.421
C: -2.445 1.239 -0.059
C: -0.336 -0.017 -0.410
C: -2.646 0.100 0.618
C: 0.981 0.010 -0.085
C: 1.770 1.221 0.298
C: 1.895 -1.229 0.052
H: -0.654 -2.272 -0.642
H: -2.631 -2.123 0.312
H: -0.639 2.105 -0.525
H: -3.135 2.036 0.136
H: 1.036 1.966 0.371
H: 2.369 1.356 -0.587
H: 2.411 1.159 1.178
H: 1.356 -2.009 0.385
H: 2.800 -0.859 0.618
H: 2.262 -1.486 -1.041


Most stable: arrangement ii. Least stable: arrangement i.


Arrangement i

Molecular formula: C4H11INO
Method: DFT, wB97M-V/def2-TZVPD

gap between HOMO and LUMO: 8.92 eV
charge: +1
2S+1: 1
HOMO level: -12.458 eV
LUMO level: -0.130 Ha

Element x y z (Å)
C: -2.341 0.756 -0.699
C: -0.644 -0.942 0.389
C: -0.989 0.111 -0.695
C: 2.623 -1.215 1.124
N: 0.061 1.224 -0.415
O: 3.369 -1.916 1.865
I: 3.555 0.372 -0.042
H: -3.281 0.113 -0.819
H: -2.524 1.262 0.196
H: -2.449 1.507 -1.530
H: -1.550 -0.833 0.991
H: 0.361 -0.691 0.732
H: -0.663 -1.835 -0.135
H: -0.869 -0.222 -1.822
H: 0.125 1.400 0.562
H: 1.020 0.838 -0.713
H: -0.202 2.178 -0.875
H: 4.400 -2.107 1.885


Arrangement ii

Molecular formula: C4H11INO
Method: DFT, wB97M-V/def2-TZVPD

gap between HOMO and LUMO: 9.52 eV
charge: +1
2S+1: 1
HOMO level: -12.582 eV
LUMO level: -0.112 Ha

Element x y z (Å)
C: 0.772 0.462 -1.268
C: 1.350 -1.412 1.269
C: -0.170 0.238 -0.130
C: 0.097 -0.532 1.060
N: 0.291 1.043 1.114
O: -1.079 -0.939 1.532
I: -3.247 1.079 -3.419
H: 1.589 -0.224 -1.083
H: 0.323 0.344 -2.252
H: 1.271 1.381 -1.068
H: 0.963 -2.528 1.037
H: 2.156 -1.206 0.463
H: 1.747 -1.312 2.324
H: -1.183 0.519 -0.354
H: 1.211 1.435 1.024
H: -0.356 1.646 1.592
H: -4.666 1.466 -4.166
H: -1.069 -1.460 2.323


Most stable: arrangement ii. Least stable: arrangement i.


Arrangement i

Molecular formula: C3H9B
Method: DFT, wB97M-V/def2-TZVPD

gap between HOMO and LUMO: 11.02 eV
SMILES string: CBCC
2S+1: 1
HOMO level: -10.192 eV
LUMO level: 0.030 Ha

Element x y z (Å)
B: 0.678 0.237 -0.585
C: 0.666 -0.943 -1.510
C: -1.168 0.666 1.134
C: 0.265 0.069 1.012
H: 1.043 1.311 -0.873
H: 1.248 -0.797 -2.404
H: -0.329 -1.305 -1.819
H: 0.972 -1.933 -1.124
H: -2.009 0.254 0.528
H: -1.585 0.924 2.086
H: -0.994 1.628 0.629
H: 0.777 0.822 1.601
H: 0.436 -0.933 1.325


Arrangement ii

Molecular formula: C3H9B
Method: DFT, wB97M-V/def2-TZVPD

gap between HOMO and LUMO: 10.33 eV
SMILES string: BC(C)C
2S+1: 1
HOMO level: -10.169 eV
LUMO level: 0.006 Ha

Element x y z (Å)
B: 1.004 -0.112 1.413
C: -0.166 -1.142 -0.780
C: -0.462 1.338 -0.487
C: -0.343 -0.006 0.220
H: -1.237 -0.184 0.822
H: 0.932 -1.176 1.906
H: 0.745 -1.004 -1.358
H: -1.005 -1.164 -1.474
H: -0.108 -2.103 -0.278
H: 0.409 1.520 -1.117
H: -1.347 1.366 -1.124
H: -0.538 2.150 0.235
H: 2.114 0.516 2.020


Most stable: arrangement i. Least stable: arrangement ii.


Arrangement i

Molecular formula: C9H13N4
Method: DFT, wB97M-V/def2-TZVPD

gap between HOMO and LUMO (alpha / beta): 6.02 / 6.01 eV
charge: +1
2S+1: 1
HOMO level (alpha / beta): -11.361 / -11.355 eV
LUMO level (alpha / beta): -0.196 / -0.196 Ha

Element x y z (Å)
C: -2.838 2.693 0.204
C: -2.861 2.077 1.512
C: -1.820 2.396 -0.639
C: -1.861 1.147 1.866
C: -0.639 1.592 -0.231
C: -0.764 0.955 1.086
C: 2.093 -2.283 -0.805
C: 0.409 1.244 -1.058
C: 0.242 -0.098 1.243
N: 1.857 -1.328 0.102
N: 3.363 -2.749 -0.753
N: 1.207 -2.799 -1.673
N: 0.546 -0.870 0.014
H: -3.545 3.419 0.070
H: -3.602 2.449 2.175
H: -1.945 2.792 -1.623
H: -1.943 0.598 2.768
H: 0.278 1.375 -2.166
H: 1.501 1.106 -0.709
H: 1.149 0.498 1.572
H: -0.039 -0.781 2.043
H: 3.967 -2.037 -0.231
H: 3.684 -3.779 -0.767
H: 0.290 -2.426 -1.669
H: 1.437 -3.634 -2.312
H: -0.166 -1.558 -0.016


Arrangement ii

Molecular formula: C9H13N4
Method: DFT, wB97M-V/def2-TZVPD

gap between HOMO and LUMO: 8.75 eV
charge: +1
2S+1: 1
HOMO level: -12.744 eV
LUMO level: -0.147 Ha

Element x y z (Å)
C: -0.274 -1.720 -2.594
C: -1.532 -1.309 -2.975
C: -1.940 -0.139 -1.106
C: -0.709 -0.422 -0.541
C: 0.152 -1.241 -1.320
C: 1.952 -1.308 0.181
C: -0.161 0.129 0.696
C: 0.983 -1.284 1.375
C: -0.151 2.532 -0.064
N: -2.338 -0.568 -2.260
N: 1.505 -1.301 -1.004
N: 0.136 -2.366 1.614
N: 0.602 1.383 0.449
H: 0.413 -2.336 -3.308
H: -1.917 -1.601 -3.886
H: -2.620 0.445 -0.657
H: 3.111 -1.141 0.405
H: -0.933 0.284 1.392
H: 1.616 -0.922 2.226
H: 0.523 3.397 -0.507
H: -0.673 2.125 -0.859
H: -0.737 2.876 0.842
H: -0.218 -2.820 0.780
H: -0.460 -2.197 2.390
H: 1.003 1.630 1.294
H: 1.240 0.974 -0.353


Most stable: arrangement ii. Least stable: arrangement i.


Arrangement i

Molecular formula: CH2FNO3S
Method: DFT, wB97M-V/def2-TZVPD

gap between HOMO and LUMO: 10.08 eV
2S+1: 1
HOMO level: -10.624 eV
LUMO level: -0.020 Ha

Element x y z (Å)
C: -1.020 0.719 0.748
N: -0.329 0.135 -0.146
O: -1.867 0.653 1.551
O: 1.013 2.283 -0.376
O: 0.277 3.762 1.458
F: -1.109 3.489 -0.627
S: -0.068 2.764 0.495
H: -0.476 -0.845 -0.346
H: 0.415 0.743 -0.567


Arrangement ii

Molecular formula: CH2FNO3S
Method: DFT, wB97M-V/def2-TZVPD

gap between HOMO and LUMO: 11.56 eV
SMILES string: NC(=O)S(=O)(=O)F
2S+1: 1
HOMO level: -11.263 eV
LUMO level: 0.011 Ha

Element x y z (Å)
C: 0.603 1.422 -0.002
N: 0.124 0.230 0.203
O: 1.602 2.006 0.208
O: -1.935 1.112 -1.180
O: -1.447 3.523 -0.953
F: -1.781 2.055 0.978
S: -1.181 2.196 -0.561
H: 0.640 -0.392 0.736
H: -0.923 0.135 0.058


Most stable: arrangement ii. Least stable: arrangement i.


Arrangement i

Molecular formula: C2H5BrS
Method: DFT, wB97M-V/def2-TZVPD

gap between HOMO and LUMO: 8.89 eV
SMILES string: CCSBr
2S+1: 1
HOMO level: -8.656 eV
LUMO level: 0.008 Ha

Element x y z (Å)
C: -0.682 -0.570 0.206
C: 0.808 -0.314 -0.131
S: 1.198 1.689 -0.533
Br: -0.708 2.563 -0.250
H: -0.921 -0.425 1.285
H: -1.398 0.011 -0.428
H: -0.870 -1.549 -0.008
H: 1.247 -1.004 -0.905
H: 1.326 -0.401 0.763


Arrangement ii

Molecular formula: C2H5BrS
Method: DFT, wB97M-V/def2-TZVPD

gap between HOMO and LUMO: 10.72 eV
SMILES string: C=CBr.S
2S+1: 1
HOMO level: -9.856 eV
LUMO level: 0.032 Ha

Element x y z (Å)
C: 0.392 1.131 -0.006
C: 1.454 0.696 0.623
S: -2.316 -1.532 -1.090
Br: 2.821 -0.578 -0.003
H: -0.193 1.854 0.561
H: -1.810 -0.758 -0.111
H: -0.100 0.682 -0.910
H: 2.007 1.143 1.425
H: -2.255 -2.639 -0.488


Most stable: arrangement i. Least stable: arrangement ii.